[1]
DFT (ωB97M-V/def2-TZVPD) results for C25H22N3O6Pt as an isolated structure.

The geometry in ORCA input format:
```
! RIJCOSX wB97M-V def2-TZVPD def2/J DEFGRID3
* xyz 1 1
Pt 1.808 0.151 -0.454
N 5.573 -1.055 0.297
C 4.258 -1.027 0.265
O 3.656 -0.771 -0.817
C 3.416 -1.367 1.441
C 2.186 -0.470 1.487
H 6.095 -0.833 -0.538
H 6.075 -1.256 1.145
H 3.955 -1.348 2.390
H 3.095 -2.398 1.256
H 2.324 0.481 1.996
H 1.311 -1.008 1.825
O 0.958 4.556 -2.093
C 2.039 4.854 -1.378
C 2.387 6.209 -1.300
C 3.501 6.596 -0.598
C 4.321 5.661 0.056
C 3.982 4.334 0.004
C 2.838 3.910 -0.702
C 2.473 2.526 -0.656
O 3.100 1.605 -0.016
O 1.438 2.069 -1.279
H 0.781 3.600 -2.090
H 1.758 6.926 -1.806
H 3.749 7.648 -0.547
H 5.198 5.985 0.596
H 4.580 3.588 0.509
O -0.594 0.773 -2.587
C -0.888 0.005 -1.713
N -2.104 -0.462 -1.364
C -2.121 -1.484 -0.341
C -0.622 -1.563 -0.028
O -0.078 -2.283 0.770
N 0.054 -0.624 -0.825
C -2.654 -2.824 -0.864
C -3.482 -2.869 -1.979
C -4.015 -4.074 -2.413
C -3.718 -5.249 -1.742
C -2.888 -5.210 -0.631
C -2.358 -4.008 -0.193
C -2.902 -1.039 0.903
C -3.887 -0.065 0.794
C -4.644 0.298 1.898
C -4.417 -0.302 3.127
C -3.433 -1.273 3.241
C -2.679 -1.641 2.138
H -2.895 -0.213 -1.931
H -3.740 -1.972 -2.526
H -4.664 -4.089 -3.279
H -4.127 -6.190 -2.085
H -2.647 -6.123 -0.102
H -1.697 -3.999 0.661
H -4.083 0.422 -0.151
H -5.414 1.050 1.794
H -4.997 -0.010 3.991
H -3.249 -1.750 4.195
H -1.910 -2.393 2.247
*
```

=====

[2]
DFT (ωB97M-V/def2-TZVPD) results for C25H22NO2PPt as an isolated structure.

The geometry in ORCA input format:
```
! RIJCOSX wB97M-V def2-TZVPD def2/J DEFGRID3
* xyz 0 3
Pt -0.082 -0.050 0.314
N 2.255 0.312 -0.319
C 2.618 1.717 -0.588
C 2.243 2.611 0.592
C 0.759 2.926 0.623
O 0.366 4.047 0.340
O -0.041 1.962 0.976
H 2.808 -0.053 0.449
H 2.426 -0.282 -1.122
H 2.074 2.032 -1.481
H 3.685 1.808 -0.805
H 2.788 3.550 0.523
H 2.531 2.110 1.522
C -6.836 1.255 0.465
C -6.235 1.357 -0.783
C -4.920 0.947 -0.958
C -4.199 0.434 0.119
C -4.801 0.355 1.372
C -6.119 0.753 1.543
P -2.476 -0.141 -0.039
C -1.799 0.650 -1.537
C -1.335 -0.102 -2.628
C -0.728 0.531 -3.703
C -0.573 1.911 -3.696
C -1.012 2.668 -2.612
C -1.615 2.046 -1.536
C -2.629 -1.897 -0.471
C -3.822 -2.485 -0.793
C -3.881 -3.862 -1.105
C -2.743 -4.614 -1.088
C -1.490 -4.037 -0.757
C -0.301 -4.810 -0.736
C 0.886 -4.221 -0.418
C 0.942 -2.836 -0.114
C -0.174 -2.036 -0.116
C -1.423 -2.660 -0.442
H -7.860 1.578 0.599
H -6.791 1.755 -1.623
H -4.455 1.027 -1.934
H -4.235 -0.021 2.217
H -6.582 0.685 2.519
H -1.453 -1.178 -2.628
H -0.376 -0.054 -4.543
H -0.098 2.403 -4.536
H -0.850 3.737 -2.584
H -1.900 2.630 -0.672
H -4.734 -1.900 -0.802
H -4.832 -4.313 -1.357
H -2.780 -5.671 -1.329
H -0.354 -5.865 -0.979
H 1.796 -4.808 -0.398
H 1.910 -2.415 0.141
*
```

=====

[3]
DFT (ωB97M-V/def2-TZVPD) results for C25H23AsN7OS9Sc as an isolated structure.

The geometry in ORCA input format:
```
! RIJCOSX wB97M-V def2-TZVPD def2/J DEFGRID3
* xyz -2 1
Sc 16.280 10.576 12.016
S 18.404 10.709 16.625
As 16.973 11.733 15.305
S 15.625 10.162 14.420
S 17.900 12.204 13.273
S 15.954 13.408 16.195
S 18.588 11.081 10.823
C 17.709 10.405 9.556
S 16.039 10.567 9.385
C 18.386 9.735 8.480
C 19.516 8.956 8.685
N 20.415 8.212 8.860
C 17.987 9.983 7.142
N 17.644 10.152 6.033
S 9.756 10.712 13.454
C 11.383 10.716 12.714
C 11.921 9.595 12.056
C 13.222 9.720 11.612
N 13.943 10.845 11.866
C 13.387 11.962 12.363
C 12.096 11.905 12.854
C 8.665 10.715 12.089
C 8.159 11.977 11.649
C 7.283 11.896 10.604
N 6.779 10.754 10.091
C 7.240 9.613 10.554
C 8.237 9.522 11.520
H 11.355 8.644 11.955
H 13.682 8.903 11.076
H 14.007 12.843 12.421
H 11.709 12.764 13.413
H 8.580 12.919 12.042
H 6.932 12.778 10.087
H 6.795 8.706 10.159
H 8.625 8.562 11.847
C 14.922 16.799 13.714
C 16.295 16.294 13.336
C 16.284 15.595 12.030
N 15.303 14.730 11.777
N 15.509 13.978 10.672
C 16.525 14.386 9.965
N 16.756 13.918 8.706
S 17.534 15.573 10.784
H 15.063 17.563 14.475
H 14.267 16.016 14.087
H 14.335 17.215 12.891
H 16.687 15.581 14.030
H 16.996 17.137 13.238
H 16.309 13.029 8.531
H 17.744 14.020 8.352
C 16.288 5.992 12.317
S 17.221 7.354 11.570
O 16.306 8.556 11.809
C 18.538 7.427 12.783
C 18.308 7.675 14.103
C 19.430 7.825 14.938
C 20.752 7.788 14.421
C 20.899 7.398 13.081
C 19.818 7.230 12.276
H 15.774 6.478 13.170
H 17.033 5.227 12.542
H 15.620 5.580 11.541
H 17.278 7.759 14.456
H 19.271 8.068 15.976
H 21.558 8.024 15.124
H 21.899 7.188 12.656
H 19.939 7.103 11.205
*
```

=====

[4]
DFT (ωB97M-V/def2-TZVPD) results for C25H23Br2IrN3O6S2 as an isolated structure.

The geometry in ORCA input format:
```
! RIJCOSX wB97M-V def2-TZVPD def2/J DEFGRID3
* xyz 1 1
Ir 0.113 -0.752 0.247
Br -6.096 -0.760 2.487
C -4.373 -0.796 1.764
C -4.059 -0.005 0.667
C -2.768 -0.036 0.188
N -1.830 -0.815 0.726
C -2.130 -1.603 1.774
C -3.400 -1.605 2.326
C -0.990 -2.362 2.315
C -1.142 -3.500 3.079
C -0.001 -4.168 3.502
Br -0.159 -5.732 4.516
C 1.242 -3.668 3.161
C 1.310 -2.531 2.377
N 0.220 -1.890 1.947
H -4.804 0.619 0.197
H -2.446 0.517 -0.681
H -3.616 -2.212 3.192
H -2.125 -3.879 3.318
H 2.152 -4.158 3.472
H 2.259 -2.118 2.073
O 2.111 -4.141 -0.779
S 1.606 -2.824 -1.000
O 0.133 -2.700 -0.826
O 2.180 -1.764 -0.126
C 2.022 -2.396 -2.681
C 2.597 -3.413 -3.426
C 2.969 -3.198 -4.747
C 2.768 -1.963 -5.329
C 2.188 -0.935 -4.597
C 1.820 -1.139 -3.277
S 1.153 0.275 -2.440
O -0.121 -0.208 -1.752
O 0.828 1.265 -3.434
O 2.101 0.685 -1.438
H 2.752 -4.373 -2.958
H 3.415 -4.004 -5.314
H 3.058 -1.788 -6.357
H 2.019 0.034 -5.040
C -2.293 3.435 -0.502
N -0.954 3.850 -0.986
C -0.604 5.188 -0.433
C 0.095 2.738 -0.841
C 0.491 2.381 0.561
C 1.191 3.362 1.277
C 1.548 3.205 2.597
C 1.177 2.036 3.235
C 0.570 1.022 2.514
C 0.266 1.115 1.138
H -3.004 4.236 -0.690
H -2.224 3.231 0.565
H -2.596 2.545 -1.044
H -1.019 3.976 -1.997
H -0.565 5.126 0.649
H -1.374 5.892 -0.741
H 0.360 5.496 -0.830
H 0.946 3.082 -1.430
H -0.354 1.902 -1.361
H 1.499 4.264 0.766
H 2.109 3.973 3.111
H 1.418 1.880 4.278
H 0.358 0.106 3.041
*
```

=====

Listing relative energy (zero: lowest compared OMol25 entry of this formula, charge and spin) for the structures above in their given order: 1.7824; 0.0000; 1.0409; 0.7949 eV.
Listing max |F| for the structures above in their given order: 0.024; 0.012; 0.059; 0.026 hartree/bohr.